Entry 1:
Formula: C16H18N2O5
Source: the OMol25 dataset
Level of theory: wB97M-V/def2-TZVPD

Cartesian coordinates (Å):
C (1.76, -1.50, -1.70)
C (2.65, -1.92, -0.54)
C (2.36, -3.35, -0.07)
N (1.13, -3.42, 0.69)
C (1.04, -4.00, 1.90)
O (1.95, -4.54, 2.48)
C (-0.39, -3.90, 2.47)
O (-1.01, -2.68, 2.14)
C (-0.57, -1.60, 2.94)
C (-1.03, -0.33, 2.32)
N (-1.90, 0.46, 2.90)
O (-2.10, 1.52, 2.09)
C (-1.34, 1.39, 0.98)
C (-0.63, 0.22, 1.08)
H (0.08, -0.19, 0.39)
C (-1.39, 2.42, -0.04)
C (-2.23, 3.52, 0.13)
C (-2.31, 4.53, -0.82)
C (-1.52, 4.40, -1.94)
C (-0.67, 3.29, -2.11)
C (-0.59, 2.29, -1.18)
H (0.07, 1.45, -1.33)
O (-0.01, 3.42, -3.30)
C (-0.46, 4.63, -3.88)
O (-1.40, 5.23, -3.02)
H (-0.92, 4.42, -4.85)
H (0.40, 5.31, -4.02)
H (-2.95, 5.38, -0.69)
H (-2.83, 3.58, 1.02)
H (0.53, -1.60, 3.00)
H (-0.98, -1.68, 3.95)
H (-1.00, -4.69, 2.02)
H (-0.35, -4.06, 3.56)
H (0.30, -2.99, 0.31)
H (3.15, -3.70, 0.60)
H (2.31, -4.02, -0.94)
H (2.53, -1.24, 0.30)
H (3.69, -1.87, -0.86)
H (1.98, -0.47, -2.00)
H (1.92, -2.14, -2.56)
H (0.70, -1.55, -1.43)

Its SMILES is CCCNC(=O)COCc1cc(-c2ccc3c(c2)OCO3)on1. The calculation puts the LUMO energy at 0.43 eV. For the gap between HOMO and LUMO, the calculation gives 8.7 eV. Its relative energy (zero: lowest compared OMol25 entry of this formula, charge and spin) is 258.7 kJ/mol.


Entry 2:
Formula: C4H29N3O8
Source: the OMol25 dataset
Level of theory: wB97M-V/def2-TZVPD

Cartesian coordinates (Å):
C (0.56, -1.88, -1.73)
C (-0.80, -1.34, -1.36)
C (-1.26, -1.93, -0.03)
N (-3.71, -0.51, 2.29)
C (-2.63, -1.10, 1.81)
N (-2.43, -1.26, 0.53)
N (1.37, -0.84, -2.48)
H (0.57, -2.79, -2.31)
H (1.21, -2.21, -0.92)
H (-0.93, -0.26, -1.46)
H (-1.54, -1.68, -2.10)
H (-1.39, -3.02, -0.16)
H (-0.50, -2.04, 0.72)
H (-3.65, -0.35, 3.28)
H (-4.33, 0.10, 1.78)
H (-1.94, -1.51, 2.52)
H (-3.18, -1.11, -0.13)
H (2.32, -0.66, -2.10)
H (0.88, 0.05, -2.45)
H (1.45, -1.08, -3.46)
H (-1.22, 1.69, -0.27)
H (-1.70, 2.90, -0.97)
O (-1.50, 1.96, -1.15)
H (-1.47, 4.17, 1.31)
H (-2.42, 4.79, 0.29)
O (-1.53, 4.45, 0.39)
H (-1.52, -1.64, 4.89)
H (-2.81, -2.52, 4.84)
O (-2.46, -1.63, 4.70)
H (4.43, -0.83, 3.54)
H (4.18, 0.48, 4.14)
O (4.21, 0.08, 3.26)
H (4.50, 0.43, -1.76)
H (3.48, 0.55, -0.53)
O (3.63, 0.20, -1.42)
H (0.58, -0.37, -5.83)
H (-0.38, 0.38, -4.91)
O (0.15, -0.43, -4.97)
H (3.06, -1.16, 1.21)
H (2.64, -0.47, 2.35)
O (2.19, -0.96, 1.61)
H (1.89, 4.70, -1.44)
H (0.53, 4.40, -0.80)
O (1.48, 4.24, -0.71)

Its charge is +2. The calculation puts the LUMO energy at -5.48 eV. For the gap between HOMO and LUMO, the calculation gives 10.1 eV. Its relative energy (zero: lowest compared OMol25 entry of this formula, charge and spin) is 38.9 kJ/mol.


Entry 3:
Formula: C8H10N2OSe2Te2W
Source: the OMol25 dataset
Level of theory: wB97M-V/def2-TZVPD

Cartesian coordinates (Å):
W (-1.11, 1.25, 1.50)
C (-2.58, -1.70, -1.40)
C (-1.54, -1.33, -0.40)
O (-1.74, -0.38, 0.42)
N (-0.40, -1.98, -0.35)
C (0.66, -1.57, 0.59)
C (1.33, -0.31, 0.11)
C (2.56, -0.40, -0.52)
C (3.18, 0.74, -1.00)
C (2.55, 1.96, -0.83)
C (1.33, 1.99, -0.18)
N (0.71, 0.89, 0.28)
H (-3.56, -1.49, -0.98)
H (-2.51, -2.74, -1.68)
H (-2.44, -1.08, -2.29)
H (-0.24, -2.76, -0.97)
H (1.38, -2.38, 0.65)
H (0.22, -1.45, 1.58)
H (3.03, -1.37, -0.63)
H (4.15, 0.68, -1.48)
H (2.99, 2.89, -1.18)
H (0.83, 2.93, -0.02)
Se (0.01, 1.54, 3.38)
Te (-3.22, 0.47, 3.15)
Te (-3.86, 2.08, 1.14)
Se (-1.75, 3.51, 1.10)

Its charge is +2. The calculation puts the LUMO energy (alpha / beta) at -8.29 / -8.29 eV. For the gap between HOMO and LUMO (alpha / beta), the calculation gives 6.4 / 6.5 eV. Its relative energy (zero: lowest compared OMol25 entry of this formula, charge and spin) is 5.7 kJ/mol.


Entry 4:
Formula: H7N3Si
Source: the OMol25 dataset
Level of theory: wB97M-V/def2-TZVPD

Cartesian coordinates (Å):
N (0.51, -0.82, 1.21)
N (0.35, 1.67, 0.04)
N (-0.19, -0.72, -1.55)
Si (-0.31, 0.08, -0.01)
H (1.19, -1.56, 1.00)
H (-0.17, -1.29, 1.87)
H (0.56, 2.22, 0.90)
H (0.07, 2.32, -0.63)
H (-0.18, 0.00, -2.30)
H (0.59, -1.41, -1.65)
H (-1.98, -0.21, 0.02)

Its SMILES is N[SiH](N)N. The calculation puts the LUMO energy at 0.93 eV. For the gap between HOMO and LUMO, the calculation gives 10.3 eV. Its relative energy (zero: lowest compared OMol25 entry of this formula, charge and spin) is 42.0 kJ/mol.


Entry 5:
Formula: C20H14BrF10N3O7PS
Source: the OMol25 dataset
Level of theory: wB97M-V/def2-TZVPD

Cartesian coordinates (Å):
O (1.32, 0.54, 0.21)
C (1.69, -0.54, 0.01)
Br (3.02, -1.38, 1.17)
C (1.17, -1.44, -1.10)
N (1.25, -0.79, -2.39)
C (0.06, -1.02, -3.18)
F (0.23, -0.45, -4.43)
P (-1.38, -0.07, -2.40)
S (-2.61, -1.01, -1.22)
C (-0.38, -2.49, -3.40)
O (0.38, -3.37, -2.96)
O (-1.46, -2.55, -4.00)
C (2.50, -0.88, -3.06)
F (3.47, -1.31, -2.21)
F (2.50, -1.72, -4.11)
C (3.00, 0.53, -3.59)
F (3.61, 0.35, -4.78)
F (1.98, 1.39, -3.74)
C (4.04, 1.21, -2.67)
F (3.65, 1.15, -1.38)
F (5.24, 0.64, -2.82)
C (4.20, 2.74, -3.00)
F (4.25, 2.96, -4.31)
F (5.36, 3.16, -2.47)
F (3.23, 3.46, -2.46)
H (1.64, -2.41, -1.06)
H (0.13, -1.62, -0.83)
H (-2.04, 0.52, -3.48)
H (-0.75, 0.99, -1.72)
C (-9.57, 0.27, -1.55)
C (-8.86, -0.50, -0.64)
C (-7.54, -0.20, -0.36)
C (-6.95, 0.87, -0.99)
C (-7.63, 1.65, -1.90)
C (-8.96, 1.35, -2.18)
N (-5.54, 1.20, -0.68)
O (-4.97, 0.49, 0.10)
O (-5.06, 2.16, -1.24)
H (-10.60, 0.04, -1.76)
H (-9.34, -1.34, -0.15)
H (-6.97, -0.80, 0.34)
H (-7.14, 2.48, -2.38)
H (-9.51, 1.95, -2.89)
C (3.55, 0.83, 7.48)
C (2.68, 0.12, 6.65)
C (3.18, -0.81, 5.76)
C (4.55, -1.02, 5.71)
C (5.43, -0.32, 6.52)
C (4.92, 0.61, 7.41)
N (5.08, -2.01, 4.77)
O (4.28, -2.59, 4.07)
O (6.28, -2.19, 4.75)
H (3.15, 1.55, 8.18)
H (1.62, 0.30, 6.71)
H (2.52, -1.36, 5.11)
H (6.49, -0.50, 6.46)
H (5.59, 1.16, 8.05)

Its charge is -1. The calculation puts the LUMO energy at 1.11 eV. For the gap between HOMO and LUMO, the calculation gives 6.4 eV.


Entry 6:
Formula: C2H5N3OS2
Source: the OMol25 dataset
Level of theory: wB97M-V/def2-TZVPD

Cartesian coordinates (Å):
C (0.47, -0.43, 0.30)
C (-0.69, -1.07, 1.01)
H (-1.45, 2.18, -0.21)
H (1.23, 0.93, -0.91)
H (-0.48, -1.72, 1.94)
H (-2.00, 1.03, -1.01)
H (3.25, -1.20, -0.49)
N (0.38, 0.88, -0.29)
N (-1.88, -0.97, 0.55)
N (1.56, -1.15, 0.00)
O (2.66, -0.46, -0.64)
S (-0.16, 2.25, 0.35)
S (-2.88, -0.28, -0.59)

Its SMILES is O/N=C(/C=N\S)NS. The calculation puts the LUMO energy at -0.09 eV. For the gap between HOMO and LUMO, the calculation gives 8.8 eV. Its relative energy (zero: lowest compared OMol25 entry of this formula, charge and spin) is 465.9 kJ/mol.


Entry 7:
Formula: H22O11
Source: the OMol25 dataset
Level of theory: wB97M-V/def2-TZVPD

Cartesian coordinates (Å):
O (1.84, -0.47, -2.90)
H (1.74, -0.50, -1.95)
H (2.69, -0.05, -3.05)
O (-1.07, 3.69, 1.62)
H (-0.68, 2.81, 1.59)
H (-0.92, 4.04, 0.74)
O (-2.39, -0.19, 2.35)
H (-1.65, -0.29, 2.96)
H (-2.57, -1.09, 2.04)
O (3.13, 0.25, -0.37)
H (3.90, -0.26, -0.12)
H (3.44, 0.85, -1.04)
O (3.22, -1.30, 2.13)
H (3.58, -2.02, 1.60)
H (3.03, -0.61, 1.50)
O (-0.98, 3.10, -1.17)
H (-0.81, 2.27, -1.61)
H (-0.89, 3.77, -1.86)
O (-0.99, -3.27, -0.77)
H (-1.44, -2.44, -0.96)
H (-1.53, -3.94, -1.20)
O (-2.66, -0.89, -0.99)
H (-2.53, -1.08, -1.92)
H (-3.59, -0.65, -0.91)
O (0.17, -0.05, -0.18)
H (0.60, 0.40, 0.56)
H (-0.46, -0.64, 0.24)
O (1.82, 2.61, 0.41)
H (2.29, 1.86, 0.02)
H (1.71, 3.23, -0.32)
O (-2.75, -2.84, 1.52)
H (-2.03, -2.72, 0.89)
H (-3.25, -3.58, 1.17)

Its SMILES is O.O.O.O.O.O.O.O.O.O.O. The calculation puts the LUMO energy at -0.22 eV. For the gap between HOMO and LUMO, the calculation gives 9.9 eV. Its relative energy (zero: lowest compared OMol25 entry of this formula, charge and spin) is 207.3 kJ/mol.


Entry 8:
Formula: C28H76N4O32S8
Source: the OMol25 dataset
Level of theory: wB97M-V/def2-TZVPD

Cartesian coordinates (Å):
C (-6.81, -1.75, -1.49)
N (-7.56, -2.82, -0.79)
O (-7.23, -3.94, -1.16)
O (-8.57, -2.51, -0.22)
H (-6.81, -1.86, -2.57)
H (-5.80, -1.74, -1.07)
H (-7.12, -0.76, -1.16)
C (1.30, -4.57, 4.14)
N (0.93, -3.21, 4.66)
O (-0.25, -2.78, 4.52)
O (1.77, -2.52, 5.04)
H (2.36, -4.71, 4.37)
H (1.01, -4.59, 3.09)
H (0.67, -5.32, 4.63)
C (-6.04, 1.76, -4.88)
N (-7.50, 1.71, -4.71)
O (-8.05, 1.48, -5.75)
O (-7.95, 1.96, -3.60)
H (-5.96, 2.57, -5.59)
H (-5.59, 0.85, -5.29)
H (-5.56, 2.07, -3.96)
C (-3.05, -3.89, -3.67)
N (-2.08, -4.91, -4.05)
O (-0.93, -4.69, -4.26)
O (-2.53, -6.03, -4.31)
H (-2.52, -2.93, -3.61)
H (-3.44, -4.12, -2.68)
H (-3.83, -3.73, -4.41)
O (-6.03, 0.80, 5.16)
S (-6.66, -0.19, 4.29)
O (-5.96, -0.83, 3.18)
O (-7.29, -1.44, 5.29)
C (-8.02, -2.48, 4.65)
C (-8.39, -3.58, 5.72)
C (-8.30, 0.58, 3.67)
H (-7.57, -2.88, 3.74)
H (-8.96, -2.06, 4.30)
H (-7.51, -4.07, 6.13)
H (-9.04, -4.31, 5.24)
H (-9.00, -3.17, 6.51)
H (-8.07, 1.29, 2.88)
H (-8.73, 1.22, 4.45)
H (-9.06, -0.04, 3.21)
O (1.65, 2.03, -5.76)
S (0.65, 3.01, -5.87)
O (-0.78, 2.68, -5.46)
O (1.17, 4.35, -5.04)
C (2.58, 4.75, -5.27)
C (3.30, 4.28, -4.02)
C (0.70, 3.56, -7.54)
H (2.50, 5.79, -5.59)
H (3.11, 4.10, -5.97)
H (4.29, 4.72, -4.07)
H (3.26, 3.20, -3.94)
H (2.85, 4.64, -3.09)
H (1.19, 2.79, -8.13)
H (1.06, 4.58, -7.73)
H (-0.29, 3.73, -7.96)
O (10.07, -4.14, -4.36)
S (9.25, -3.24, -5.13)
O (8.11, -3.64, -5.92)
O (8.96, -1.81, -4.27)
C (7.89, -0.91, -4.67)
C (7.84, 0.31, -3.71)
C (10.44, -2.41, -6.35)
H (6.90, -1.35, -4.78)
H (8.17, -0.58, -5.67)
H (8.33, 1.25, -3.98)
H (8.41, 0.00, -2.83)
H (6.80, 0.50, -3.45)
H (10.69, -3.25, -6.99)
H (11.27, -1.90, -5.86)
H (9.81, -1.67, -6.85)
O (6.24, 0.51, 1.24)
S (5.98, 0.42, 2.67)
O (4.57, 0.36, 3.10)
O (6.71, -0.99, 3.29)
C (6.37, -2.26, 2.70)
C (7.32, -2.63, 1.54)
C (6.96, 1.62, 3.65)
H (5.41, -2.32, 2.20)
H (6.42, -3.09, 3.41)
H (7.02, -3.55, 1.03)
H (8.35, -2.78, 1.86)
H (7.35, -1.86, 0.77)
H (6.51, 1.86, 4.61)
H (6.91, 2.43, 2.93)
H (8.02, 1.36, 3.73)
O (4.01, -10.12, -5.74)
S (3.07, -9.11, -5.23)
O (1.60, -9.23, -5.19)
O (3.74, -8.48, -3.91)
C (3.01, -7.46, -3.23)
C (3.21, -7.73, -1.76)
C (3.36, -7.72, -6.32)
H (1.95, -7.44, -3.49)
H (3.28, -6.43, -3.49)
H (3.27, -8.79, -1.52)
H (2.42, -7.21, -1.22)
H (4.15, -7.23, -1.54)
H (2.81, -6.90, -5.87)
H (2.88, -7.89, -7.28)
H (4.41, -7.67, -6.62)
O (3.17, 4.77, 7.07)
S (2.39, 4.01, 8.07)
O (2.96, 3.30, 9.21)
O (1.17, 5.12, 8.63)
C (1.48, 6.45, 8.81)
C (0.06, 7.11, 8.94)
C (1.15, 2.79, 7.34)
H (1.94, 6.93, 7.94)
H (2.08, 6.65, 9.70)
H (-0.69, 6.76, 8.22)
H (0.26, 8.17, 9.09)
H (-0.36, 6.73, 9.87)
H (0.51, 2.44, 8.15)
H (1.72, 1.95, 6.94)
H (0.51, 3.25, 6.58)
O (-1.52, 2.69, -0.71)
S (-1.35, 1.23, -0.45)
O (-2.23, 0.20, -1.14)
O (0.23, 0.75, -0.68)
C (0.49, -0.66, -1.07)
C (2.04, -0.75, -1.24)
C (-1.23, 1.11, 1.43)
H (0.12, -0.92, -2.07)
H (0.04, -1.38, -0.39)
H (2.44, -1.71, -1.56)
H (2.43, -0.55, -0.24)
H (2.22, 0.16, -1.82)
H (-2.05, 1.68, 1.86)
H (-0.26, 1.58, 1.60)
H (-1.09, 0.12, 1.88)
O (-4.64, 5.51, 2.70)
S (-5.66, 5.80, 1.72)
O (-6.36, 4.64, 1.07)
O (-6.80, 6.84, 2.37)
C (-7.26, 6.50, 3.67)
C (-8.84, 6.51, 3.49)
C (-4.94, 6.99, 0.36)
H (-7.02, 7.36, 4.29)
H (-6.71, 5.61, 3.97)
H (-9.39, 6.51, 4.44)
H (-9.27, 5.68, 2.93)
H (-8.97, 7.52, 3.11)
H (-4.96, 8.05, 0.59)
H (-5.69, 6.78, -0.41)
H (-3.92, 6.79, 0.00)

Its SMILES is CCOS(C)(=O)=O.CCOS(C)(=O)=O.CCOS(C)(=O)=O.CCOS(C)(=O)=O.CCOS(C)(=O)=O.CCOS(C)(=O)=O.CCOS(C)(=O)=O.CCOS(C)(=O)=O.C[N+](=O)[O-].C[N+](=O)[O-].C[N+](=O)[O-].C[N+](=O)[O-]. The calculation puts the LUMO energy at -0.12 eV. For the gap between HOMO and LUMO, the calculation gives 10.6 eV. Its relative energy (zero: lowest compared OMol25 entry of this formula, charge and spin) is 672.7 kJ/mol.


Entry 9:
Formula: C4H12
Source: the OMol25 dataset
Level of theory: wB97M-V/def2-TZVPD

Cartesian coordinates (Å):
C (-1.85, -1.62, 1.44)
C (-1.46, -1.02, 0.18)
H (-1.32, -2.52, 1.76)
H (-1.87, -0.81, 2.26)
H (-2.95, -1.78, 1.69)
H (-0.54, -0.39, 0.19)
H (-2.27, -0.37, -0.15)
H (-1.34, -1.88, -0.50)
C (2.08, 0.99, -0.30)
C (1.29, 1.66, -1.46)
H (1.49, 0.27, 0.32)
H (2.84, 0.30, -0.69)
H (2.61, 1.70, 0.31)
H (1.65, 2.67, -1.44)
H (1.41, 1.12, -2.40)
H (0.22, 1.67, -1.22)

Its charge is +1. The expectation value of S² is 0.75. The calculation puts the LUMO energy (alpha / beta) at -3.45 / -11.33 eV. For the gap between HOMO and LUMO (alpha / beta), the calculation gives 11.8 / 3.6 eV. Its multiplicity is 2. Its relative energy (zero: lowest compared OMol25 entry of this formula, charge and spin) is 60.6 kJ/mol.


Entry 10:
Formula: C32H48N12O5S3Ta
Source: the OMol25 dataset
Level of theory: wB97M-V/def2-TZVPD

Cartesian coordinates (Å):
Ta (1.05, 0.10, -1.26)
C (3.82, 0.31, 1.17)
N (3.62, 1.68, 0.72)
C (4.86, 2.44, 0.50)
C (2.43, 2.21, 0.51)
N (1.33, 1.40, 0.22)
C (0.09, 1.69, 0.92)
C (0.19, 1.85, 2.27)
C (-0.93, 2.20, 3.05)
C (-2.14, 2.31, 2.44)
C (-2.30, 2.10, 1.05)
C (-3.60, 2.18, 0.50)
C (-3.80, 1.96, -0.83)
C (-2.70, 1.71, -1.67)
C (-1.41, 1.69, -1.19)
N (-0.34, 1.47, -2.10)
C (-0.39, 2.01, -3.36)
N (0.18, 1.34, -4.37)
C (0.16, -0.12, -4.48)
C (0.80, 2.01, -5.52)
N (-0.97, 3.18, -3.63)
C (-1.65, 3.42, -4.91)
C (-1.23, 4.24, -2.66)
C (-1.16, 1.83, 0.23)
N (2.25, 3.53, 0.57)
C (2.93, 4.39, 1.54)
C (1.26, 4.19, -0.26)
H (4.49, 0.33, 2.03)
H (4.28, -0.28, 0.38)
H (2.88, -0.15, 1.46)
H (5.54, 1.78, -0.03)
H (5.31, 2.73, 1.45)
H (4.67, 3.30, -0.12)
H (1.15, 1.72, 2.75)
H (-0.81, 2.37, 4.11)
H (-3.02, 2.57, 3.02)
H (-4.43, 2.40, 1.15)
H (-4.80, 1.99, -1.25)
H (-2.86, 1.53, -2.72)
H (-0.42, -0.56, -3.67)
H (1.18, -0.52, -4.50)
H (-0.32, -0.40, -5.42)
H (0.97, 3.06, -5.28)
H (0.18, 1.94, -6.41)
H (1.75, 1.54, -5.70)
H (-1.76, 2.49, -5.46)
H (-1.11, 4.15, -5.52)
H (-2.64, 3.82, -4.69)
H (-0.71, 4.05, -1.73)
H (-2.30, 4.31, -2.45)
H (-0.89, 5.19, -3.08)
H (3.46, 3.79, 2.27)
H (2.17, 4.98, 2.05)
H (3.63, 5.07, 1.06)
H (1.01, 3.53, -1.09)
H (1.69, 5.10, -0.67)
H (0.36, 4.44, 0.31)
N (-4.86, -5.09, 1.46)
C (-3.81, -4.44, 0.90)
C (-2.77, -5.17, 0.28)
C (-1.71, -4.52, -0.30)
C (-1.63, -3.13, -0.24)
C (-2.66, -2.38, 0.35)
C (-3.72, -3.04, 0.93)
S (-0.40, -2.31, -1.12)
O (-0.86, -0.86, -1.28)
O (-0.09, -2.95, -2.36)
N (0.88, -1.84, -0.21)
C (1.75, -2.88, 0.20)
N (1.41, -4.11, -0.16)
C (2.24, -5.08, 0.20)
C (3.39, -4.83, 0.92)
C (3.62, -3.51, 1.28)
N (2.79, -2.52, 0.93)
H (-4.99, -6.07, 1.28)
H (-5.69, -4.57, 1.69)
H (-2.84, -6.25, 0.23)
H (-0.94, -5.08, -0.81)
H (-2.63, -1.30, 0.33)
H (-4.54, -2.46, 1.36)
H (1.97, -6.09, -0.10)
H (4.08, -5.62, 1.19)
H (4.49, -3.23, 1.86)
N (-2.31, -3.31, 6.07)
C (-1.42, -3.69, 4.91)
C (-0.68, -2.48, 4.35)
N (-1.45, -1.50, 3.61)
H (-2.86, -4.11, 6.41)
H (-2.97, -2.58, 5.81)
H (-1.76, -2.97, 6.86)
H (-2.07, -4.15, 4.16)
H (-0.73, -4.44, 5.28)
H (0.08, -2.89, 3.68)
H (-0.13, -1.98, 5.15)
H (-2.17, -1.01, 4.12)
H (-1.82, -1.86, 2.74)
O (2.31, 1.43, -2.20)
S (3.51, 0.67, -2.86)
O (3.43, 0.78, -4.27)
O (4.72, 1.00, -2.17)
S (2.83, -1.18, -2.22)

Its charge is +3. The calculation puts the LUMO energy at -7.82 eV. For the gap between HOMO and LUMO, the calculation gives 7.0 eV. Its relative energy (zero: lowest compared OMol25 entry of this formula, charge and spin) is 0.0 kJ/mol.


E per entry: -1106.15709, -935.46607, -5901.11104, -458.01742, -5773.62010, -1114.91710, -840.80119, -6923.83501, -159.14674, -3532.33665 Eh